[1]
Computed, not measured: C13H23NO3 in the gas phase, with ωB97M-V/def2-TZVPD.

Last column: natural (NBO) charge in e.
Atoms and positions in Å:
C -5.668 -2.114 -0.317  -0.599
C -4.213 -1.937 0.097  -0.389
C -3.754 -0.491 -0.068  -0.386
C -2.297 -0.304 0.349  -0.497
C -1.866 1.144 0.175  0.695
O -2.618 1.994 -0.262  -0.634
N -0.601 1.454 0.561  -0.442
C 0.428 0.536 0.976  -0.209
H 0.017 -0.451 1.176  0.221
H 0.884 0.906 1.902  0.211
C 1.523 0.443 -0.097  -0.320
C 2.650 -0.452 0.376  0.808
O 2.995 -0.573 1.522  -0.609
O 3.225 -1.073 -0.655  -0.506
C 4.362 -1.895 -0.374  -0.077
C 5.634 -1.067 -0.278  -0.635
H 6.485 -1.724 -0.125  0.218
H 5.784 -0.499 -1.193  0.210
H 5.567 -0.378 0.560  0.223
H 4.185 -2.430 0.565  0.199
H 4.411 -2.603 -1.204  0.190
H 1.114 0.037 -1.026  0.224
C 2.094 1.844 -0.365  -0.391
C 0.965 2.800 -0.741  -0.405
C -0.106 2.800 0.349  -0.226
H -0.955 3.421 0.061  0.252
H 0.315 3.173 1.289  0.186
H 1.356 3.809 -0.871  0.215
H 0.513 2.484 -1.683  0.205
H 2.834 1.794 -1.167  0.218
H 2.593 2.201 0.539  0.206
H -2.176 -0.591 1.396  0.219
H -1.657 -0.946 -0.262  0.215
H -4.381 0.168 0.535  0.210
H -3.868 -0.182 -1.108  0.210
H -4.094 -2.239 1.141  0.190
H -3.582 -2.591 -0.510  0.190
H -6.315 -1.485 0.291  0.202
H -5.804 -1.835 -1.359  0.202
H -5.980 -3.149 -0.193  0.206

The energy above the lowest of the compared OMol25 structures with the same formula, charge and spin is 0.00 kcal/mol. Its structure (SMILES) is CCCCC(=O)N1CCC[C@@H](C(=O)OCC)C1. Its calculated total energy is -21488.1114 eV. The HOMO-LUMO gap comes out at 9.82 eV. As for the lowest unoccupied orbital energy: 0.741 eV. Its highest occupied orbital energy is -9.1 eV.



[2]
Computed, not measured: C2H4FOP in the gas phase at a distorted geometry, with ωB97M-V/def2-TZVPD.

Last column: natural (NBO) charge in e.
Atoms and positions in Å:
C -0.539 -0.236 0.133  0.328
C 0.226 0.835 0.873  -0.747
O -1.461 -0.855 0.530  -0.509
F -0.674 -1.852 -1.837  -0.561
P 0.100 -0.466 -1.651  0.852
H 1.259 0.702 0.502  0.224
H -0.370 1.767 0.510  0.251
H 0.169 1.003 1.960  0.251
H 1.291 -0.899 -1.020  -0.088

The energy above the lowest of the compared OMol25 structures with the same formula, charge and spin is 1.00 kcal/mol. Its structure (SMILES) is CC(=O)PF. Its calculated total energy is -16192.0478 eV. The HOMO-LUMO gap comes out at 9.99 eV. As for the lowest unoccupied orbital energy: 0.687 eV. Its highest occupied orbital energy is -9.3 eV.



[3]
Computed, not measured: C13H22N3O10P2Ru as an isolated structure, with ωB97M-V/def2-TZVPD.

Last column: natural (NBO) charge in e.
Atoms and positions in Å:
Ru 1.117 -0.670 -1.750  1.217
N -0.048 -2.448 -2.024  -0.718
C 0.495 -3.689 -2.645  -0.207
C 0.923 -3.344 -4.070  -0.521
C 1.955 -2.237 -3.878  0.773
O 3.120 -2.528 -3.747  -0.578
O 1.427 -1.025 -3.750  -0.747
H -0.361 -2.636 -1.074  0.418
H -0.860 -2.191 -2.574  0.380
H -0.272 -4.465 -2.617  0.195
H 1.352 -4.020 -2.061  0.223
H 0.060 -3.006 -4.646  0.207
H 1.380 -4.208 -4.546  0.241
O 4.450 1.377 -0.589  -0.965
P 3.245 0.377 -0.650  2.553
O 3.406 -0.818 -1.557  -1.091
O 1.962 1.097 -1.071  -1.016
O 3.096 -0.149 0.855  -1.081
P 2.222 -1.530 1.102  2.563
O 3.149 -2.655 0.481  -1.005
O 1.944 -1.740 2.516  -1.093
O 0.990 -1.337 0.173  -1.094
H 5.304 0.954 -0.429  0.525
H 3.441 -2.412 -0.420  0.532
C -1.278 4.017 3.506  -0.618
C -2.181 2.794 3.567  -0.215
N -1.928 1.841 2.480  -0.417
C -1.253 0.596 2.849  -0.208
C 0.190 0.816 3.264  -0.633
C -2.439 2.170 1.279  0.658
O -3.142 3.160 1.113  -0.630
C -2.180 1.326 0.051  -0.145
C -3.240 1.202 -0.838  -0.087
C -3.034 0.580 -2.056  -0.251
C -1.775 0.102 -2.349  0.049
N -0.751 0.191 -1.492  -0.402
C -0.945 0.817 -0.318  0.084
H -1.491 4.679 4.346  0.215
H -1.454 4.568 2.584  0.227
H -0.227 3.734 3.552  0.208
H -3.225 3.100 3.510  0.222
H -2.040 2.250 4.501  0.197
H -1.311 -0.114 2.028  0.211
H -1.817 0.147 3.671  0.198
H 0.763 1.281 2.457  0.203
H 0.651 -0.140 3.507  0.267
H 0.254 1.466 4.138  0.203
H -4.198 1.627 -0.573  0.249
H -3.822 0.487 -2.789  0.237
H -1.551 -0.314 -3.324  0.217
H -0.071 0.921 0.305  0.251

Its spin multiplicity is 2. The energy above the lowest of the compared OMol25 structures with the same formula, charge and spin is 0.00 kcal/mol. As for the expectation value of S²: 0.75. Its calculated total energy is -59951.6223 eV. The HOMO-LUMO gap (alpha / beta) comes out at 8.92 / 8.20 eV. As for the lowest unoccupied orbital energy (alpha / beta): -0.543 / -1.067 eV. Its highest occupied orbital energy (alpha / beta) is -9.5 / -9.3 eV.



[4]
Computed, not measured: a 6-piece molecular cluster, C21H40N9O3P2S2 overall at a distorted geometry, with ωB97M-V/def2-TZVPD.

Last column: Mulliken charge in e.
Atoms and positions in Å:
C -0.905 -0.991 2.692  -1.017
C -0.833 -2.444 2.289  0.219
O 0.171 -3.131 3.050  -0.392
C 1.134 -3.793 2.287  -1.612
C 2.148 -2.831 1.764  0.291
C 2.444 -2.441 0.487  0.959
O 1.896 -2.847 -0.637  -0.507
C 1.244 -1.794 -1.410  0.016
C -0.235 -2.088 -1.604  -1.400
N -1.022 -0.976 -1.074  -0.059
C -0.857 0.275 -1.821  -1.091
C -0.565 1.446 -0.898  0.662
C -1.102 2.777 -1.450  -1.067
O 0.863 1.517 -0.689  -0.540
N 3.494 -1.529 0.573  0.051
S 4.295 -0.818 -0.788  -0.066
C 3.810 -1.326 1.859  -0.147
P 5.122 -0.194 2.542  0.476
N 6.329 -0.014 1.589  -0.693
N 2.985 -2.102 2.594  0.250
P 2.971 -2.100 4.344  0.177
S 2.601 -0.339 5.032  -0.221
H -1.705 -0.525 2.122  0.350
H -1.143 -0.892 3.745  0.360
H 0.015 -0.469 2.442  0.144
H -1.785 -2.927 2.494  0.408
H -0.628 -2.501 1.222  -0.228
H 1.638 -4.526 2.913  0.551
H 0.732 -4.346 1.440  0.384
H 1.334 -0.850 -0.883  0.144
H 1.759 -1.697 -2.357  0.511
H -0.417 -2.216 -2.675  0.397
H -0.529 -3.012 -1.119  0.603
H -1.999 -1.234 -1.123  0.249
H -0.034 0.221 -2.536  0.148
H -1.749 0.526 -2.387  0.664
H -1.021 1.260 0.070  0.026
H -1.743 3.257 -0.720  0.211
H -0.279 3.444 -1.682  0.385
H -1.635 2.604 -2.377  0.084
H 1.010 1.945 0.156  0.356
H 3.904 0.447 -0.574  0.191
H 5.410 -0.765 3.789  0.055
H 4.410 0.995 2.735  0.164
H 7.206 -0.344 1.968  0.251
H 1.951 -3.003 4.633  0.067
H 4.216 -2.631 4.707  0.184
C 5.128 -1.198 8.312  -0.844
C 5.720 -0.935 7.012  0.361
N 6.181 -0.720 5.984  -0.365
H 4.728 -0.280 8.740  0.274
H 4.314 -1.916 8.225  0.257
H 5.871 -1.601 8.997  0.333
C -4.787 2.776 -1.343  -0.419
C -4.744 1.442 -0.770  0.443
N -4.689 0.396 -0.299  -0.484
H -5.798 3.177 -1.373  0.391
H -4.182 3.468 -0.765  -0.048
H -4.397 2.767 -2.360  0.176
C -1.566 0.960 -5.951  -0.891
C -2.461 1.670 -5.056  0.487
N -3.175 2.223 -4.349  -0.443
H -1.082 0.131 -5.436  0.189
H -2.107 0.552 -6.803  0.255
H -0.789 1.620 -6.332  0.328
C -4.477 -2.006 -7.476  -0.769
C -3.107 -2.441 -7.707  0.349
N -2.024 -2.776 -7.883  -0.387
H -4.556 -0.923 -7.548  0.267
H -5.146 -2.445 -8.213  0.295
H -4.814 -2.309 -6.486  0.264
C -3.434 7.146 0.490  -0.859
C -4.602 6.373 0.096  0.429
N -5.529 5.776 -0.220  -0.396
H -3.008 6.754 1.411  0.267
H -2.671 7.110 -0.286  0.262
H -3.704 8.187 0.656  0.327

Its charge is +1. Its calculated total energy is -82217.1214 eV. The HOMO-LUMO gap comes out at 8.28 eV. As for the lowest unoccupied orbital energy: -3.290 eV. Its highest occupied orbital energy is -11.6 eV.



Question: calculated total energy of number 2 (C2H4FOP)?
Answer: -16192.0478 eV



Question: Which formula does entry 3 have?
Answer: C13H22N3O10P2Ru